Entry 1:
A structure of composition C3H3LiO3Rh in a non-equilibrium geometry, computed with ωB97M-V/def2-TZVPD.

```
11
Properties=species:S:1:pos:R:3:forces:R:3
C 2.3594 0.1500 0.5746 -4.05 -0.59 -1.04
C -1.2194 0.3561 0.0523 -1.03 0.90 -0.82
Rh 4.2573 -0.1399 0.6927 5.32 1.21 1.78
C 0.1322 -0.2549 -0.1154 0.51 -0.87 -0.83
H 0.0812 -1.2906 0.2549 -0.03 0.24 0.00
H 0.4013 -0.2863 -1.1820 -0.01 0.11 0.23
O 2.6788 -0.8686 -0.0995 -2.63 -0.98 -1.17
O 1.0921 0.5094 0.6293 1.17 0.56 0.68
H -3.7971 0.3142 0.8653 -0.16 -0.17 0.65
Li -3.9610 0.8925 -0.8702 -0.05 0.24 -0.59
O -2.0247 0.6181 -0.8019 0.97 -0.64 1.11
```
Positions in Å, forces in eV/Å.

2S+1: 6
Total charge: +2
Relative energy (zero: lowest compared OMol25 entry of this formula, charge and spin), kcal per mole: 11.9

Results of the natural (NBO) charge analysis, in e, for atoms 1 through 4: 0.482, 0.646, 1.245, -0.259



Entry 2:
The ion C9H16ClN2 with charge +1 in a non-equilibrium geometry, computed with ωB97M-V/def2-TZVPD.

```
28
Properties=species:S:1:pos:R:3:forces:R:3
C 0.6173 1.0678 -0.4035 1.47 -1.83 -1.90
C -1.9389 0.5612 -0.1638 2.09 0.63 0.51
H 2.5195 2.8872 0.6102 0.20 -0.91 -0.81
C -2.9113 -0.3350 -0.1103 -0.28 1.27 -0.80
C 2.0427 0.7796 0.1700 -0.43 -0.35 -1.06
C -1.4212 -2.1624 0.3187 0.39 0.91 0.39
H 2.5469 -0.1061 -0.3345 -0.66 0.79 0.75
N -0.2967 0.5346 1.6895 -0.25 -0.79 1.85
N 0.0256 -1.5182 -1.4955 0.75 -3.26 0.46
H -3.5920 -2.3811 0.1960 1.91 1.14 0.44
H 0.7139 -2.3397 -1.5445 -1.03 1.53 -0.26
C -2.6612 -1.6871 0.1878 -1.14 -2.61 -0.18
H -3.9111 -0.0513 -0.3170 -0.79 0.40 -0.06
H -0.8076 -1.8464 -2.0623 0.66 0.64 1.30
C -0.1879 -1.2984 0.0481 -1.47 -0.49 0.59
H -0.5876 -0.1696 2.3826 -0.03 0.62 -0.79
H 3.3805 2.2571 -0.8645 -0.53 -0.02 -0.26
H 0.6716 -1.7211 0.6720 -0.75 0.89 -1.41
H 0.4113 2.0562 -0.1695 -0.53 1.97 0.23
H -0.3504 1.4880 2.1055 -0.16 -1.08 -1.30
H 0.5831 1.0000 -1.5462 -0.03 0.29 1.32
C 2.9608 1.9777 0.1008 0.22 1.24 0.82
C -0.4351 0.2153 0.2819 -1.30 0.73 0.32
H 1.8144 0.6063 1.2202 0.59 -0.52 -0.06
H -1.2305 -3.1342 0.6676 0.12 -1.29 0.14
H 0.4209 -0.7294 -1.9502 0.72 1.04 -0.50
H 3.8386 1.7812 0.6965 0.38 -0.25 0.30
Cl -2.2156 2.2677 -0.3855 -0.14 -0.69 -0.04
```
Positions in Å, forces in eV/Å.

Total charge: +1
Relative energy (zero: lowest compared OMol25 entry of this formula, charge and spin), kcal per mole: 55.6

Results of the natural (NBO) charge analysis, in e, for atoms 1 through 4: -0.415, 0.053, 0.211, -0.321



What did the first record say?
A structure of composition C3H3LiO3Rh in a non-equilibrium geometry, computed with ωB97M-V/def2-TZVPD.

```
11
Properties=species:S:1:pos:R:3:forces:R:3
C 2.3594 0.1500 0.5746 -4.05 -0.59 -1.04
C -1.2194 0.3561 0.0523 -1.03 0.90 -0.82
Rh 4.2573 -0.1399 0.6927 5.32 1.21 1.78
C 0.1322 -0.2549 -0.1154 0.51 -0.87 -0.83
H 0.0812 -1.2906 0.2549 -0.03 0.24 0.00
H 0.4013 -0.2863 -1.1820 -0.01 0.11 0.23
O 2.6788 -0.8686 -0.0995 -2.63 -0.98 -1.17
O 1.0921 0.5094 0.6293 1.17 0.56 0.68
H -3.7971 0.3142 0.8653 -0.16 -0.17 0.65
Li -3.9610 0.8925 -0.8702 -0.05 0.24 -0.59
O -2.0247 0.6181 -0.8019 0.97 -0.64 1.11
```
Positions in Å, forces in eV/Å.

2S+1: 6
Total charge: +2
Relative energy (zero: lowest compared OMol25 entry of this formula, charge and spin), kcal per mole: 11.9

Results of the natural (NBO) charge analysis, in e, for atoms 1 through 4: 0.482, 0.646, 1.245, -0.259



> What is the total charge in the first record?

+2